# 1
48
Properties=species:S:1:pos:R:3:lowdin_charge:R:1 method="wB97M-V/def2-TZVPD" e_above_lowest_kcal_mol=18.3 homo_lumo_gap_ha="0.219 / 0.219" charge=+2 e_homo_ev="-14.1 / -14.1" total_energy_ev=-122190.3561
W -0.07 0.83 -0.74 1.18
N -2.78 4.26 -0.16 0.13
C -1.70 3.53 -0.42 -0.82
S -1.91 2.19 -1.60 0.58
N -0.57 3.74 0.13 -0.03
N 0.46 2.88 -0.14 -0.20
C 1.65 3.37 0.12 0.01
C 2.87 2.69 -0.11 -0.13
C 4.10 3.26 0.28 0.01
C 5.28 2.59 0.06 -0.03
C 5.28 1.35 -0.58 -0.02
C 4.10 0.79 -1.03 0.02
C 2.89 1.44 -0.79 -0.26
O 1.72 0.93 -1.17 -0.29
H -3.62 4.11 -0.69 0.10
H -2.70 5.08 0.42 0.13
H 1.68 4.39 0.51 0.15
H 4.10 4.23 0.76 0.13
H 6.22 3.02 0.37 0.12
H 6.20 0.82 -0.72 0.12
H 4.09 -0.16 -1.56 0.13
C -5.04 -2.22 0.66 0.02
C -4.06 -1.45 1.42 -0.30
N -4.01 -1.31 2.71 0.15
N -3.00 -0.47 2.98 0.06
C -2.38 -0.06 1.86 -0.68
S -1.17 1.11 1.74 0.74
N -3.04 -0.69 0.85 -0.07
N -2.69 -0.56 -0.50 0.03
H -5.73 -2.69 1.35 0.10
H -4.57 -3.00 0.07 0.09
H -5.61 -1.57 -0.02 0.10
H -2.79 -0.22 3.94 0.18
H -2.58 -1.49 -0.92 0.11
H -3.44 -0.08 -1.01 0.10
Se -0.36 -0.37 -2.88 0.88
N 0.09 -0.86 -0.04 -0.16
C 0.57 -2.07 -0.18 -0.27
C 0.90 -2.93 0.89 0.00
C 1.42 -4.18 0.69 0.00
C 1.67 -4.65 -0.61 -0.02
C 1.36 -3.86 -1.69 0.02
C 0.77 -2.59 -1.56 -0.31
N 0.42 -1.89 -2.61 -0.31
H 0.72 -2.56 1.89 0.12
H 1.65 -4.81 1.53 0.13
H 2.09 -5.63 -0.77 0.13
H 1.54 -4.21 -2.70 0.13

=====

# 2
29
Properties=species:S:1:pos:R:3:lowdin_charge:R:1 method="wB97M-V/def2-TZVPD" smiles="COC(=O)N1C(C)(C)C(C)(C)S1(=O)=O" e_above_lowest_kcal_mol=72.2 homo_lumo_gap_ha=0.374 e_homo_ev=-9.6 total_energy_ev=-29051.8524
C -2.43 -0.06 -0.30 -0.56
C 0.13 0.11 0.19 -0.54
C 0.92 1.46 -0.07 -0.36
C 0.48 -0.78 -0.97 -0.03
C 0.26 -0.62 1.49 -0.03
C 1.32 1.84 -1.44 -0.10
C 1.84 1.88 1.01 -0.03
C -3.79 -1.96 -0.10 -0.06
N -1.24 0.59 -0.08 -0.07
O -3.29 0.54 -0.85 0.13
O -1.61 3.05 -0.92 -0.27
O -1.30 2.60 1.49 -0.28
O -2.58 -1.30 0.24 -0.06
S -1.06 2.27 0.13 0.76
H 0.29 -0.30 -1.96 0.10
H -0.25 -1.60 -1.08 0.09
H 1.58 -0.98 -0.73 0.13
H 1.29 -1.05 1.66 0.11
H -0.41 -1.51 1.43 0.10
H 0.11 -0.03 2.39 0.09
H 1.70 2.92 -1.40 0.12
H 0.39 1.89 -2.18 0.13
H 1.98 1.24 -1.98 0.06
H 2.66 2.52 0.62 0.11
H 2.12 0.97 1.39 0.04
H 1.30 2.45 1.74 0.08
H -4.46 -1.14 -0.50 0.10
H -4.06 -2.50 0.85 0.10
H -3.66 -2.71 -1.06 0.14